63
Properties=species:S:1:pos:R:3 method="wB97M-V/def2-TZVPD" s_squared=2.0024 total_energy_ha=-6601.8600 multiplicity=3 relative_energy_kcal_mol=29.3 homo_lumo_gap_ha="0.3564 / 0.3241" e_lumo_ev="3.58 / 2.70" total_charge=-2 fmax_ha_per_bohr=0.0993
Ni -0.6820 1.8445 -1.7905
B -1.9093 -2.7514 -2.7155
F -1.3728 -4.0383 -2.5333
F -1.1274 -2.0941 -3.6451
F -3.2280 -2.8364 -3.1960
F -1.8747 -2.0439 -1.5412
B -1.0232 5.0870 -1.1048
F -0.0682 5.3134 -0.1912
F -2.1220 5.7708 -0.8147
F -0.4891 5.5918 -2.2237
F -1.3479 3.7360 -1.1719
B 0.0111 0.5027 0.2417
F -0.5875 -0.5015 0.8759
F -0.6091 1.7482 0.3228
F 1.3316 0.5600 0.5188
F -0.1837 0.1112 -1.0163
B -0.5037 1.9137 -4.3351
F -1.3721 1.5789 -5.3728
F -0.4478 0.8052 -3.5535
F 0.7798 2.1652 -4.8900
F -0.9537 2.9451 -3.5260
C -5.1288 0.3785 -0.8683
C -3.7967 0.7664 -1.3862
N -2.7611 1.0933 -1.7563
H -5.9453 0.4604 -1.5857
H -5.2518 1.1510 -0.1091
H -5.2401 -0.6254 -0.4586
C 1.8769 3.2272 2.1577
C 3.2488 3.0948 1.6210
N 4.2977 2.9598 1.1378
H 1.7885 2.5208 2.9831
H 1.1871 2.9264 1.3691
H 1.7145 4.2266 2.5612
C 1.9273 -2.1913 -2.4856
C 1.5427 -3.4805 -3.0966
N 1.2878 -4.4906 -3.6029
H 2.7355 -2.2137 -1.7545
H 1.0095 -1.7844 -2.0611
H 2.1237 -1.4646 -3.2739
Cl 0.8672 -4.0832 3.4151
C 0.4489 -2.9345 2.1638
C 0.2671 -3.6506 0.7869
Cl 1.8015 -4.2934 0.1683
H 1.2096 -2.1539 2.1589
H -0.5117 -2.5276 2.4797
H -0.1732 -2.9860 0.0437
H -0.4056 -4.5032 0.8800
Cl 6.2412 -2.5399 1.5996
C 4.5369 -2.0539 1.5105
C 4.5273 -0.5588 1.7983
Cl 4.8745 -0.2376 3.5277
H 4.0583 -2.5958 2.3262
H 4.1391 -2.3665 0.5450
H 3.5591 -0.0868 1.6310
H 5.2652 -0.1206 1.1262
Cl -3.0053 2.3717 1.9809
C -3.1146 0.8024 2.9113
C -1.7825 0.3678 3.5918
Cl -1.6725 1.2544 5.1490
H -3.3458 0.0813 2.1272
H -4.0429 0.8594 3.4797
H -0.9170 0.6727 3.0035
H -1.6612 -0.6800 3.8664